A 2-piece molecular cluster, C2HN3O2S overall at a distorted geometry. Source: the OMol25 dataset; level of theory: the ωB97M-V functional and the def2-TZVPD basis.

Properties
LUMO in eV: -0.57
Multiplicity: 1
Strongest force on any atom in eV/Å: 4.377
HOMO in eV: -9.16
Orbital gap in eV: 8.6
ΔE to the lowest compared entry with this formula, charge and spin in kcal/mol: 80.5

Last column: natural (NBO) charge in e.
Geometry (Å):
C -4.368 -0.493 0.072  1.041
C 0.161 0.153 -0.256  -0.581
N -2.215 0.957 -0.843  -0.566
N -1.750 1.964 -0.397  0.219
N -0.994 2.680 0.073  -0.062
O -3.713 -1.313 -0.398  -0.541
O -4.922 0.429 0.456  -0.493
S -1.185 -0.497 -0.733  0.751
H 1.141 0.082 0.128  0.232